Record 1
Formula: C9H13N3S2
Source: the OMol25 dataset
Level of theory: ωB97M-V/def2-TZVPD

Geometry as ORCA input:
```
! RIJCOSX wB97M-V def2-TZVPD def2/J DEFGRID3
* xyz 0 1
C -3.0630 0.3036 1.3506
C 0.6594 -0.9694 1.6380
C 0.2150 -0.8466 0.2792
C 2.1173 0.5399 0.9754
C -0.3151 2.0303 -0.5352
C 3.3109 1.4164 1.0775
C -1.5588 -2.5690 0.2277
C -0.8950 -1.3096 -1.8835
C -0.6772 -1.5715 -0.4327
N -3.6321 -0.5992 1.7938
N 1.6723 -0.2230 1.9589
N -2.3651 1.3182 0.9765
S 1.2089 0.4239 -0.4777
S -2.1032 1.7427 -0.5255
H 0.2329 -1.6535 2.3432
H -0.0249 2.6105 0.3340
H -0.0354 2.4986 -1.4697
H 4.1614 0.8365 1.4327
H 3.5457 1.8348 0.1035
H 3.1452 2.2295 1.7840
H -1.0953 -3.0167 1.1027
H -2.4677 -2.0633 0.5766
H -1.8543 -3.3505 -0.4678
H 0.0571 -1.2422 -2.4103
H -1.5054 -2.0855 -2.3347
H -1.4049 -0.3533 -2.0164
H -2.4321 3.1051 -0.4290
*
```

Properties
Kohn-Sham gap (spin up / spin down) (eV): 6.222 / 6.538
E_LUMO (spin up / spin down) (eV): -0.830 / -0.702

***

Record 2
Formula: C9H13N4S
Source: the OMol25 dataset
Level of theory: ωB97M-V/def2-TZVPD

Geometry as ORCA input:
```
! RIJCOSX wB97M-V def2-TZVPD def2/J DEFGRID3
* xyz 1 1
C 3.7852 -1.6873 0.5260
C 2.7156 -0.8339 1.0476
N 3.0161 0.2673 1.7223
S 1.6527 1.2552 1.8809
C 0.7581 0.1307 0.9681
C -0.8020 0.3022 0.4495
N -1.6215 -0.8464 0.8604
C -1.3600 1.6363 0.8998
C -2.1473 2.3859 0.1720
C -2.6630 1.8357 -1.1136
C -1.9080 0.8651 -1.6570
C -0.6009 0.2790 -1.1457
N -0.4231 -1.1868 -1.4421
N 1.3960 -0.9578 0.6138
H 4.7598 -1.4452 0.8347
H 3.7963 -2.7381 0.8593
H 3.8468 -1.9329 -0.5344
H -2.5956 -0.5982 0.7280
H -1.4387 -1.0130 1.9101
H -0.9826 2.0440 1.9200
H -2.6884 3.2673 0.5285
H -3.6402 2.1023 -1.6173
H -2.1940 0.5375 -2.6475
H 0.3504 0.7720 -1.2906
H -1.2886 -1.7435 -1.2697
H -0.0452 -1.2464 -2.4188
H 0.3221 -1.4510 -0.7844
*
```

Properties
Kohn-Sham gap (eV): 9.469
E_LUMO (eV): -3.449
SMILES: Cc1nsc([C@@]2(N)C=CC=C[C@@H]2[NH3+])n1

***

What did the first record say?
Formula: C9H13N3S2
Source: the OMol25 dataset
Level of theory: ωB97M-V/def2-TZVPD

Geometry as ORCA input:
```
! RIJCOSX wB97M-V def2-TZVPD def2/J DEFGRID3
* xyz 0 1
C -3.0630 0.3036 1.3506
C 0.6594 -0.9694 1.6380
C 0.2150 -0.8466 0.2792
C 2.1173 0.5399 0.9754
C -0.3151 2.0303 -0.5352
C 3.3109 1.4164 1.0775
C -1.5588 -2.5690 0.2277
C -0.8950 -1.3096 -1.8835
C -0.6772 -1.5715 -0.4327
N -3.6321 -0.5992 1.7938
N 1.6723 -0.2230 1.9589
N -2.3651 1.3182 0.9765
S 1.2089 0.4239 -0.4777
S -2.1032 1.7427 -0.5255
H 0.2329 -1.6535 2.3432
H -0.0249 2.6105 0.3340
H -0.0354 2.4986 -1.4697
H 4.1614 0.8365 1.4327
H 3.5457 1.8348 0.1035
H 3.1452 2.2295 1.7840
H -1.0953 -3.0167 1.1027
H -2.4677 -2.0633 0.5766
H -1.8543 -3.3505 -0.4678
H 0.0571 -1.2422 -2.4103
H -1.5054 -2.0855 -2.3347
H -1.4049 -0.3533 -2.0164
H -2.4321 3.1051 -0.4290
*
```

Properties
Kohn-Sham gap (spin up / spin down) (eV): 6.222 / 6.538
E_LUMO (spin up / spin down) (eV): -0.830 / -0.702